Entry 1:
Density functional theory data (ωB97M-V/def2-TZVPD) for a molecular structure, C3H2NOS2 at a distorted geometry.

Geometry as XYZ:
```
9
C3H2NOS2, DFT ωB97M-V/def2-TZVPD
C -0.72552 1.37630 0.03868
C -3.07847 0.23004 -0.00896
C -0.24469 -0.02371 0.09448
N -2.58823 1.40322 0.13904
O -4.15690 -0.34527 0.00288
S -0.02746 2.77438 -0.12313
S -1.57891 -1.20038 -0.14894
H 0.50197 -0.07854 -0.67657
H 0.11890 0.02102 1.22343
```

- max |F| (hartree/bohr) = 0.1147
- HOMO level (eV) = -4.4
- ΔE to the lowest compared entry with this formula, charge and spin (kcal/mol) = 65.9
- total charge = -1

---

Entry 2:
Density functional theory data (ωB97M-V/def2-TZVPD) for a molecular structure, C53H45BrCaCl3IN7OPS2Se.

Geometry as XYZ:
```
116
C53H45BrCaCl3IN7OPS2Se, DFT ωB97M-V/def2-TZVPD
Ca 0.78582 0.12147 -0.26655
C -3.93909 1.45458 0.02179
C -2.45807 1.34735 0.22934
N -1.79435 0.26873 0.37373
N -2.43485 -0.92698 0.30891
C -1.84248 -2.05032 0.81578
N -2.49228 -3.19306 0.48181
S -0.50875 -2.02084 1.78229
C -1.66910 2.61285 0.28500
C -2.31921 3.83681 0.36292
C -1.56922 5.00432 0.38678
C -0.19517 4.90638 0.32262
C 0.37081 3.64142 0.24885
N -0.33082 2.51080 0.24229
H -4.42462 0.50854 -0.20239
H -4.14052 2.12764 -0.81121
H -4.41774 1.86270 0.91432
H -3.34498 -0.98965 -0.11446
H -2.98077 -3.22585 -0.39959
H -2.01034 -4.03804 0.74111
H -3.39622 3.88695 0.39230
H -2.05861 5.96824 0.43568
H 0.44146 5.78035 0.31107
H 1.44784 3.54387 0.16492
C 0.89319 0.36240 -6.25720
C 1.70503 -0.09558 -5.23129
C 1.16912 -0.87426 -4.21306
C -0.18496 -1.18697 -4.19570
C -0.99737 -0.71184 -5.22870
C -0.46108 0.04628 -6.25697
P -0.96866 -2.11621 -2.81680
C -1.82689 -3.42242 -3.78270
C -3.13790 -3.75420 -3.45478
C -3.83104 -4.73629 -4.15335
C -3.21385 -5.39480 -5.20368
C -1.90918 -5.06601 -5.55444
C -1.22496 -4.08789 -4.85278
C 0.43978 -2.95891 -2.00233
C 0.71046 -4.31961 -2.13827
C 1.78923 -4.87988 -1.46326
C 2.59141 -4.06664 -0.67347
C 2.29345 -2.71145 -0.55714
C 1.20121 -2.09947 -1.18990
H 1.31136 0.96288 -7.05521
H 2.76239 0.14380 -5.21590
H 1.80874 -1.23790 -3.42232
H -2.05693 -0.94672 -5.23302
H -1.10137 0.39996 -7.05588
H -3.63748 -3.21852 -2.65451
H -4.85200 -4.97601 -3.88361
H -3.74858 -6.15685 -5.75637
H -1.42697 -5.57432 -6.38008
H -0.21126 -3.83045 -5.13584
H 0.09240 -4.95484 -2.76070
H 1.99879 -5.93837 -1.55870
H 3.43892 -4.48856 -0.14302
H 2.94817 -2.11674 0.08602
Cl 5.47136 8.59819 0.41449
C 5.44734 6.95006 0.96266
C 5.04827 5.94555 0.09939
C 5.03721 4.63748 0.55811
C 5.40853 4.31344 1.86121
C 5.35571 2.86032 2.29124
C 4.36039 2.56865 3.42838
N 3.52215 1.43392 3.07306
C 3.77000 0.09200 3.24076
C 2.80431 -0.55597 2.53319
N 1.97761 0.35879 1.91856
C 2.45114 1.53566 2.26304
O 6.61252 2.36438 2.70654
C 7.40012 1.86467 1.62780
C 6.96111 0.48022 1.25598
C 7.31273 -0.64568 1.93952
Cl 8.33361 -0.72281 3.32033
S 6.59818 -2.06572 1.30486
C 5.80839 -1.16482 0.08189
C 6.08564 0.16208 0.17393
C 5.79662 5.35642 2.69786
Cl 6.23121 5.04013 4.35171
C 5.82641 6.67148 2.26501
H 4.75871 6.17963 -0.91592
H 4.72192 3.84344 -0.11140
H 5.00744 2.29779 1.41746
H 3.70716 3.41544 3.63255
H 4.91808 2.34091 4.33280
H 4.60466 -0.26396 3.82058
H 2.64427 -1.61679 2.43175
H 2.04772 2.49255 1.97803
H 8.42875 1.87373 1.98398
H 7.33441 2.52684 0.75800
H 5.19382 -1.66558 -0.65034
H 5.68384 0.89877 -0.51006
H 6.13085 7.46289 2.93449
Se 2.74380 1.97088 -1.47458
C 3.96626 1.09288 -2.64190
C 4.74674 1.83785 -3.52666
C 5.63134 1.18911 -4.37358
N 5.79903 -0.13203 -4.41230
C 5.05573 -0.83900 -3.56069
C 4.14907 -0.28674 -2.67008
H 4.66021 2.91692 -3.56014
H 6.23675 1.76891 -5.06409
H 5.18648 -1.91753 -3.59006
H 3.58312 -0.93616 -2.01848
Br -3.80916 4.39979 -3.25494
C -1.97000 4.81874 -3.08175
C -1.63634 6.16125 -2.95949
C -0.30841 6.53378 -2.83030
C 0.68458 5.56572 -2.83024
C 0.35215 4.22707 -2.95938
C -0.98042 3.84274 -3.08252
I -1.35978 1.80343 -3.25148
H -2.42021 6.90635 -2.97158
H -0.05507 7.58205 -2.73869
H 1.72558 5.84400 -2.72670
H 1.12482 3.46862 -2.93128
```

- max |F| (hartree/bohr) = 0.0128
- HOMO level (eV) = -7.3
- ΔE to the lowest compared entry with this formula, charge and spin (kcal/mol) = 0.0

---

Entry 3:
Density functional theory data (ωB97M-V/def2-TZVPD) for a molecular structure, CH22Ni2O14 at a distorted geometry.

Geometry as XYZ:
```
39
CH22Ni2O14, DFT ωB97M-V/def2-TZVPD
Ni 1.18665 18.43073 -14.58533
Ni -1.50079 13.98074 -13.09792
C -0.67993 16.04039 -14.41137
O -0.21624 14.93288 -14.59072
O -0.31152 17.03549 -14.95663
O -1.47226 15.97756 -13.49573
O -0.92444 12.08034 -13.99938
H -0.86714 11.14877 -13.78698
H -0.37071 12.18457 -14.77317
O -2.97451 13.88909 -14.58671
H -3.11172 14.77587 -14.91993
H -3.36090 13.32012 -15.25246
O -2.70957 18.93975 -14.59536
H -2.21761 18.13604 -14.76342
H -2.13802 19.45668 -14.02759
O -4.20047 16.78592 -12.84189
H -3.24333 16.77740 -12.84689
H -4.44904 16.27589 -13.61280
O 0.59849 19.32702 -16.44020
H 0.24753 19.07653 -17.29479
H 1.02516 20.17000 -16.59370
O 2.27537 13.37767 -14.99983
H 2.33808 12.63698 -14.39679
H 1.58159 13.92661 -14.63438
O -0.79841 17.44426 -11.00779
H -1.09690 17.21878 -11.88886
H -0.09920 18.08289 -11.14736
O 0.38025 13.84813 -11.97242
H 0.48086 14.25467 -11.11170
H 1.27614 13.72875 -12.28764
O -1.15215 14.52521 -17.24854
H -1.41547 15.37459 -17.60271
H -0.83594 14.72060 -16.36646
O 2.40866 17.15297 -15.57435
H 3.30596 16.90680 -15.34963
H 2.03350 16.36315 -15.96380
O -1.77075 17.06453 -17.27437
H -1.20552 17.16280 -16.50814
H -1.79950 17.93793 -17.66497
```

- max |F| (hartree/bohr) = 0.1783
- ⟨S²⟩ = 6.01
- HOMO level (spin up / spin down) (eV) = -15.9 / -15.9
- spin multiplicity = 5
- ΔE to the lowest compared entry with this formula, charge and spin (kcal/mol) = 90.4
- total charge = +2

---

Entry 4:
Density functional theory data (ωB97M-V/def2-TZVPD) for 2 unconnected molecules or ions with the total composition C4H12N2O at a distorted geometry.

Geometry as XYZ:
```
19
C4H12N2O, DFT ωB97M-V/def2-TZVPD
H -0.23222 2.79527 0.95997
N -0.27189 2.04630 1.64290
C -0.92599 0.98497 1.33916
N -0.33213 -0.23371 1.18161
C -1.03246 -1.14437 0.30475
C -0.77682 -0.91497 -1.15944
C 0.64256 -1.21199 -1.61167
H -2.01833 0.96075 1.38621
H 0.65368 -0.04918 1.01814
H -2.07991 -1.12769 0.61489
H -0.97231 -2.24862 0.46540
H -1.43018 -1.57158 -1.75046
H -1.11171 0.11575 -1.36472
H 1.00692 -0.67140 -2.48330
H 1.33352 -0.95249 -0.80103
H 0.78612 -2.28274 -1.78499
O 2.20596 1.96381 0.34726
H 2.95000 1.40331 0.58059
H 1.60520 2.13859 1.11473
```

- max |F| (hartree/bohr) = 0.0482
- structure (SMILES) = [H]/N=C/NCCC.O
- HOMO level (eV) = -8.5
- ΔE to the lowest compared entry with this formula, charge and spin (kcal/mol) = 57.3

---

Entry 5:
Density functional theory data (ωB97M-V/def2-TZVPD) for a molecular structure, C20H44AlClCsLi2N2NaO11 at a distorted geometry.

Geometry as XYZ:
```
83
C20H44AlClCsLi2N2NaO11, DFT ωB97M-V/def2-TZVPD
C 3.54709 1.01838 2.71933
C 2.27778 0.20048 2.51932
C 2.64284 -1.29675 2.42776
O 1.93269 -2.02588 3.38799
N 1.71441 -3.37516 2.99858
C 2.82466 -4.12767 3.38384
C 3.48515 -5.03988 2.36343
C 4.85158 -4.61451 1.86333
C 4.81718 -3.94951 0.49686
O 6.07445 -4.03894 -0.21048
H 4.30536 0.62215 2.04943
H 3.90068 0.92363 3.73568
H 3.40900 2.04770 2.42388
H 1.51312 0.40826 3.25240
H 1.84898 0.52521 1.57273
H 3.71294 -1.38073 2.61740
H 2.39653 -1.72613 1.43861
H 2.41288 -4.91070 4.14350
H 3.55308 -3.51351 3.91389
H 2.80298 -5.21400 1.54367
H 3.60815 -6.00066 2.85049
H 5.42752 -3.94870 2.54268
H 5.43168 -5.54103 1.75630
H 4.63972 -2.89093 0.64506
H 4.06535 -4.37337 -0.14646
H 6.70913 -3.69041 0.41585
Li 1.26454 -0.28851 -0.00886
Li 7.41571 -4.86914 1.38244
O 0.82099 -5.74901 4.18885
H 0.69931 -4.79982 4.06828
O 1.98622 -10.25207 2.61922
C 2.52551 -9.11572 2.67100
C 4.25752 -9.22799 2.86849
O 4.68988 -8.03323 2.96586
H 2.24005 -8.43734 3.50183
H 2.38276 -8.46671 1.75333
H 4.60809 -9.86072 2.02987
H 4.35291 -9.87591 3.75514
Na 1.19656 -8.60572 0.28902
Cs 7.82079 -4.73328 4.20926
O 0.62056 3.25378 2.56193
Cl -0.69805 2.75711 2.30177
O -1.47556 3.78612 1.64377
O -1.35301 2.37645 3.50849
O -0.53069 1.55324 1.46648
C -2.02708 4.84411 -1.82158
C -3.09221 4.27125 -0.88481
C -3.27804 2.76606 -0.92550
N -4.35499 2.23567 -1.86082
C -4.19962 2.79366 -3.24169
C -5.31082 2.36551 -4.18560
C -6.67019 2.75864 -3.61562
C -6.85304 2.17650 -2.21885
C -5.71406 2.57099 -1.29374
C -4.18109 0.75774 -1.88304
H -2.31894 4.83951 -2.89576
H -1.82059 5.88453 -1.56584
H -1.09089 4.28998 -1.73402
H -4.03821 4.80159 -1.01512
H -2.75457 4.49089 0.11970
H -3.57104 2.40901 0.06112
H -2.34348 2.27478 -1.19340
H -4.23752 3.87689 -3.14257
H -3.21533 2.49058 -3.60032
H -5.15807 2.85490 -5.14798
H -5.27071 1.29212 -4.38256
H -7.46662 2.42126 -4.27634
H -6.74062 3.84971 -3.56847
H -6.94830 1.08972 -2.27465
H -7.78645 2.53506 -1.78636
H -5.78998 2.06247 -0.33449
H -5.73078 3.64514 -1.12310
H -4.25462 0.39335 -0.86188
H -3.20026 0.53874 -2.29585
H -4.94844 0.29853 -2.49370
Al -2.01691 5.73860 -4.70886
C 0.06260 9.88978 -5.10297
C -0.19878 8.46208 -4.62612
O -0.86024 8.28820 -3.57746
O 0.26057 7.53367 -5.34312
H -0.38004 10.61191 -4.42277
H 1.13494 10.07044 -5.16168
H -0.36459 10.02757 -6.09539
```

- max |F| (hartree/bohr) = 0.0542
- HOMO level (eV) = -9.1
- total charge = +2